(1)
Density functional theory data (wB97M-V/def2-TZVPD) for a molecular structure, C14H26N5O4SV in a non-equilibrium geometry.

Each line ends with the Löwdin charge.
Element x y z (Å)
1 V 0.477 0.356 0.126  0.99
2 C -1.155 2.691 -0.352  -0.10
3 C 0.316 2.856 -0.778  -0.11
4 N 1.211 2.214 0.247  -0.18
5 C 1.225 2.823 1.622  -0.09
6 C 1.356 1.677 2.626  -0.09
7 N 0.515 0.492 2.193  -0.09
8 C -0.918 0.512 2.666  -0.10
9 C -1.704 1.519 1.848  -0.11
10 N -1.274 1.406 0.414  -0.11
11 H -1.780 2.679 -1.239  0.15
12 H -1.476 3.534 0.252  0.14
13 H 0.562 3.905 -0.924  0.16
14 H 0.493 2.353 -1.740  0.14
15 H 2.159 2.280 -0.119  0.10
16 H 0.315 3.393 1.774  0.12
17 H 2.055 3.515 1.730  0.15
18 H 1.062 2.005 3.621  0.15
19 H 2.390 1.346 2.686  0.13
20 H 0.935 -0.339 2.606  0.15
21 H -0.964 0.743 3.728  0.15
22 H -1.323 -0.487 2.521  0.13
23 H -1.537 2.532 2.201  0.13
24 H -2.768 1.319 1.941  0.15
25 H -1.954 0.732 -0.047  0.13
26 C -5.277 -0.798 -0.858  0.03
27 C -4.101 -1.671 -0.586  -0.31
28 N -2.861 -1.298 -0.364  0.15
29 C -2.146 -2.488 -0.168  -0.14
30 C -2.993 -3.572 -0.271  -0.02
31 N -4.190 -3.031 -0.528  0.22
32 C -2.944 -5.080 -0.116  -0.43
33 O -1.771 -5.675 0.029  0.20
34 O -3.992 -5.643 -0.140  0.20
35 C -0.733 -2.504 0.069  -0.33
36 O 0.010 -3.401 0.224  0.21
37 O -0.137 -1.146 0.101  -0.19
38 H -4.962 0.218 -1.089  0.08
39 H -5.945 -0.773 0.005  0.10
40 H -5.856 -1.182 -1.698  0.11
41 H -5.024 -3.601 -0.649  0.20
42 H -1.015 -5.082 0.066  0.09
43 C 3.828 0.710 -1.214  -0.30
44 S 2.700 -0.519 -0.530  0.88
45 C 3.664 -1.222 0.831  -0.27
46 H 4.163 1.425 -0.462  0.06
47 H 3.347 1.203 -2.059  0.06
48 H 4.693 0.167 -1.593  0.08
49 H 4.504 -1.748 0.379  0.08
50 H 3.042 -1.946 1.355  0.06
51 H 4.027 -0.445 1.500  0.06

Output
HOMO-LUMO gap (alpha / beta)   5.60 / 6.21 eV
LUMO level (alpha / beta)   -12.5 / -11.9 eV
Charge   +3
E   -67077.1246 eV
HOMO level (alpha / beta)   -18.07 / -18.08 eV
Spin multiplicity   2

=====

(2)
Density functional theory data (wB97M-V/def2-TZVPD) for a molecular structure, C14H27Br3Cl3CsF2LiMgN2O2P in a non-equilibrium geometry.

Each line ends with the Löwdin charge.
Element x y z (Å)
1 C 1.795 -0.647 2.640  -0.05
2 C 1.454 0.738 2.039  -0.50
3 F 0.270 0.591 1.358  -0.15
4 C 2.413 1.290 0.992  -0.20
5 P 1.429 2.806 0.043  0.53
6 C 2.396 4.287 0.066  -0.15
7 O 1.257 2.251 -1.375  -0.30
8 H 0.922 -1.282 2.547  0.10
9 H 2.002 -0.572 3.717  -0.03
10 H 2.639 -1.068 2.084  0.09
11 H 1.369 1.509 2.804  0.11
12 H 3.352 1.651 1.414  0.09
13 H 2.636 0.474 0.317  0.04
14 H 1.767 5.136 0.314  0.08
15 H 2.871 4.381 -0.915  0.06
16 H 3.153 4.156 0.835  0.07
17 H 2.198 2.196 -1.801  -0.20
18 F 2.847 3.318 -2.780  -0.82
19 Li 3.752 -0.052 3.642  0.86
20 Cs 3.843 1.358 -2.104  1.50
21 C -0.706 0.130 5.733  -0.99
22 Cl 0.984 -0.429 5.979  0.53
23 Cl -1.101 1.460 6.799  0.58
24 H -0.822 0.449 4.703  0.01
25 H -1.359 -0.708 5.944  0.04
26 C 6.847 1.265 -8.147  -0.09
27 C 5.733 0.284 -7.840  -0.31
28 O 5.012 0.652 -6.656  -0.11
29 H 7.545 1.323 -7.311  0.07
30 H 7.396 0.967 -9.040  0.08
31 H 6.446 2.268 -8.308  0.08
32 H 6.135 -0.711 -7.661  0.11
33 H 5.035 0.227 -8.679  0.11
34 H 4.639 1.525 -6.809  0.07
35 N -1.928 -1.472 1.812  -0.01
36 C -1.442 -2.715 1.481  -0.16
37 C -2.402 -3.635 1.799  -0.09
38 C -3.513 -2.923 2.338  -0.10
39 C -3.191 -1.594 2.331  -0.14
40 H -1.443 -0.606 1.685  0.10
41 H -0.464 -2.837 1.046  0.10
42 H -2.325 -4.699 1.659  0.10
43 H -4.441 -3.343 2.686  0.09
44 H -3.739 -0.720 2.642  0.02
45 Cl -0.116 2.950 1.291  0.67
46 C -6.836 0.620 3.290  -1.65
47 Br -7.182 -1.259 3.476  0.59
48 Br -8.258 1.688 3.984  0.62
49 Br -5.141 1.096 4.092  0.56
50 H -6.754 0.830 2.235  -0.03
51 C -5.211 -2.980 -1.051  -0.13
52 C -5.299 -4.030 -2.056  -0.49
53 N -5.354 -4.944 -2.752  0.13
54 H -5.499 -2.020 -1.482  0.00
55 H -5.879 -3.210 -0.221  0.09
56 H -4.188 -2.910 -0.680  0.07
57 Mg -5.546 -2.508 -4.149  0.34

Output
HOMO-LUMO gap   1.24 eV
LUMO level   -7.8 eV
Charge   +2
E   -290628.3105 eV
HOMO level   -9.03 eV
Spin multiplicity   1

=====

(3)
Density functional theory data (wB97M-V/def2-TZVPD) for a gas-phase ion, C14H27F3N3O5 (charge +1) in a non-equilibrium geometry.

Each line ends with the Löwdin charge.
Element x y z (Å)
1 C 4.871 -0.285 1.208  -0.08
2 C 4.631 0.312 -0.258  -0.26
3 O 3.592 1.309 -0.161  -0.20
4 C 3.290 1.857 -1.465  -0.17
5 C 2.329 3.133 -1.308  -0.14
6 O 0.979 2.590 -1.148  -0.21
7 C 0.322 3.356 -0.090  -0.15
8 C -1.174 2.842 0.157  -0.15
9 O -1.222 1.762 1.134  -0.15
10 C -2.571 1.322 1.355  -0.17
11 N -2.727 -0.165 1.123  -0.06
12 C -4.077 -0.290 0.490  -0.11
13 C -3.677 -0.230 -1.082  -0.11
14 N -2.172 -0.048 -1.111  0.02
15 C -1.787 -0.694 -2.399  -0.16
16 O -0.368 -0.864 -2.576  -0.15
17 O 0.305 0.319 -2.388  -0.03
18 C -1.782 -0.704 0.126  -0.16
19 N -0.813 -1.544 0.403  0.18
20 C -0.564 -2.068 1.793  -0.09
21 C -1.117 -3.586 1.833  -0.02
22 C 0.006 -4.616 1.409  -0.43
23 F 0.578 -5.261 2.519  0.09
24 F -0.562 -5.605 0.578  0.07
25 F 1.018 -4.012 0.617  0.06
26 H 4.541 -1.382 1.275  0.07
27 H 5.966 -0.276 1.514  0.08
28 H 4.326 0.347 1.993  0.08
29 H 4.286 -0.507 -0.980  0.12
30 H 5.630 0.723 -0.614  0.12
31 H 2.751 1.061 -2.090  0.12
32 H 4.249 2.110 -2.041  0.14
33 H 2.614 3.736 -0.382  0.13
34 H 2.417 3.840 -2.194  0.14
35 H 0.248 4.422 -0.475  0.14
36 H 0.916 3.277 0.878  0.14
37 H -1.632 2.539 -0.838  0.13
38 H -1.807 3.718 0.549  0.14
39 H -2.885 1.527 2.437  0.16
40 H -3.235 1.914 0.628  0.14
41 H -4.882 0.409 0.865  0.14
42 H -4.397 -1.335 0.841  0.13
43 H -4.066 -1.253 -1.430  0.13
44 H -4.306 0.539 -1.635  0.14
45 H -2.293 -1.687 -2.609  0.16
46 H -2.132 0.019 -3.232  0.17
47 H 0.703 0.284 -1.488  0.10
48 H -0.183 -1.868 -0.343  0.17
49 H -1.141 -1.503 2.583  0.14
50 H 0.537 -1.995 2.067  0.15
51 H -1.545 -3.816 2.865  0.15
52 H -1.987 -3.675 1.101  0.14

Output
Energy above the lowest of the compared OMol25 structures with the same formula, charge and spin   369.3 kJ/mol
HOMO-LUMO gap   8.35 eV
LUMO level   -3.8 eV
Charge   +1
E   -37802.6697 eV
HOMO level   -12.13 eV
Spin multiplicity   1

=====

(4)
Density functional theory data (wB97M-V/def2-TZVPD) for a molecular structure, C14H27INO2PdSSiTe.

Each line ends with the Löwdin charge.
Element x y z (Å)
1 Pd -0.283 0.172 -0.039  0.35
2 O -1.151 -0.792 -1.795  -0.67
3 S -2.677 -0.942 -1.749  0.94
4 C -3.271 -0.538 -3.419  -0.30
5 C -3.375 -1.844 -4.197  -0.22
6 C -3.898 -2.866 -3.193  -0.22
7 C -2.998 -2.721 -1.969  -0.30
8 H -2.589 0.207 -3.824  0.10
9 H -4.251 -0.079 -3.271  0.10
10 H -2.392 -2.150 -4.560  0.12
11 H -4.032 -1.735 -5.059  0.12
12 H -3.852 -3.884 -3.578  0.12
13 H -4.939 -2.654 -2.942  0.12
14 H -2.016 -3.154 -2.154  0.08
15 H -3.406 -3.119 -1.041  0.10
16 C 0.188 -3.249 0.036  -0.40
17 Te 1.377 -1.526 0.527  1.55
18 C 2.432 -1.736 -1.294  -0.30
19 H -0.220 -3.136 -0.962  -0.03
20 H -0.610 -3.367 0.768  0.01
21 H 0.839 -4.125 0.073  0.02
22 H 3.316 -2.345 -1.114  0.03
23 H 2.722 -0.739 -1.607  0.00
24 H 1.784 -2.206 -2.028  0.02
25 C 1.858 2.122 -2.002  -0.17
26 Si 2.496 1.988 -0.239  0.25
27 C 4.357 1.901 -0.284  -0.16
28 C 1.931 3.469 0.763  -0.16
29 O 1.918 0.614 0.467  -0.70
30 H 1.998 3.132 -2.396  0.04
31 H 0.788 1.897 -2.055  -0.01
32 H 2.376 1.433 -2.673  0.03
33 H 4.771 2.783 -0.777  0.04
34 H 4.689 1.019 -0.836  0.03
35 H 4.774 1.848 0.723  0.04
36 H 2.764 4.140 0.981  0.04
37 H 1.516 3.140 1.719  0.02
38 H 1.168 4.050 0.241  0.01
39 I -1.919 2.620 0.046  1.03
40 C -1.288 2.243 2.015  -0.75
41 C -1.495 3.158 3.028  -0.10
42 C -0.983 2.832 4.276  -0.04
43 C -0.300 1.638 4.441  -0.03
44 C -0.154 0.798 3.352  -0.12
45 N -0.653 1.092 2.149  -0.06
46 H -2.019 4.084 2.850  0.11
47 H -1.112 3.512 5.107  0.12
48 H 0.120 1.359 5.398  0.12
49 H 0.383 -0.139 3.431  0.10

Output
Energy above the lowest of the compared OMol25 structures with the same formula, charge and spin   103.7 kJ/mol
HOMO-LUMO gap (alpha / beta)   7.41 / 7.41 eV
LUMO level (alpha / beta)   -3.9 / -3.9 eV
Charge   +1
E   -58122.2116 eV
HOMO level (alpha / beta)   -11.28 / -11.28 eV
Spin multiplicity   1